(1)
4 unconnected molecules or ions with the total composition CH8O4 in a non-equilibrium geometry, computed with the ωB97M-V functional and the def2-TZVPD basis.

XYZ file:
```
13
Properties=species:S:1:pos:R:3:forces:R:3
O 1.48735 -1.56834 0.39409 -2.9 1.7 -0.3
C 0.50209 -0.67586 0.98547 1.0 -3.1 0.0
H 0.65742 0.32390 0.62155 -0.3 1.1 -0.7
H -0.55900 -1.12783 0.81317 1.3 1.3 -0.1
H -0.97171 1.54134 -0.02919 -0.2 0.0 -0.9
H 0.22848 3.09639 0.73598 0.2 -0.5 0.1
O 0.03420 2.14695 0.85522 -0.4 0.0 -0.1
H -0.06962 -2.48538 -1.80099 -0.3 -0.9 -0.2
H 1.04682 -1.52892 -0.57855 0.6 -0.2 -1.2
O 0.26756 -1.59652 -1.76364 0.9 0.6 1.1
H 0.69827 -0.75562 2.02109 -0.1 0.0 1.3
H -1.66181 1.53000 -1.58709 0.3 -0.8 2.3
O -1.66004 1.09987 -0.66712 -0.1 0.8 -1.3
```
Forces are in eV/Å.

Output
- HOMO (hartree) = -0.363
- LUMO energy (hartree) = -0.2225
- energy (eV) = -9347.0739
- total charge = 0
- gap between HOMO and LUMO (Eh) = 0.1406

Taken from the Löwdin analysis, the atomic charges in e are: 0.004 -0.071 0.053 0.170 -0.043 0.026 -0.141 0.002 0.013 -0.094 0.079 0.087 -0.085

---

(2)
A molecular structure, C17H22Cl5FeN3O6, computed with the ωB97M-V functional and the def2-TZVPD basis.

XYZ file:
```
54
Properties=species:S:1:pos:R:3:forces:R:3
Fe -0.66242 -0.47455 0.06491 0.2 0.1 -0.2
C 1.38815 2.73453 2.38697 0.0 0.0 0.0
N 0.45730 3.09305 1.31797 0.0 0.0 0.0
C -0.14386 4.42689 1.35490 0.0 0.0 0.0
C 0.15267 2.23762 0.36975 -0.1 -0.1 -0.1
O 0.64961 1.08079 0.30776 0.1 0.1 0.0
C -0.84686 2.64626 -0.70159 0.0 0.0 0.0
O -1.03084 1.56007 -1.58973 0.0 0.1 0.0
C -0.03185 1.43729 -2.57602 0.0 0.0 0.1
C 0.33500 -0.02938 -2.70234 0.0 0.0 0.0
O -0.10416 -0.84390 -1.85966 -0.1 0.0 0.0
N 1.12039 -0.41726 -3.68984 0.0 0.0 0.0
C 1.67895 0.50235 -4.67677 0.0 0.0 0.0
C 1.60384 -1.79782 -3.75238 0.0 0.0 0.0
H 2.26733 3.37679 2.34100 0.0 0.0 0.0
H 0.89442 2.86877 3.34829 0.0 0.0 0.0
H 1.68327 1.69757 2.27385 0.0 0.0 0.0
H 0.08021 4.87274 2.31926 0.0 0.0 0.0
H 0.26797 5.06913 0.57584 0.0 0.0 0.0
H -1.22608 4.36772 1.25147 0.0 0.0 0.0
H -1.81742 2.84018 -0.24107 0.0 0.0 0.0
H -0.51443 3.54332 -1.23163 0.0 0.0 0.0
H -0.40395 1.83301 -3.52297 0.0 0.0 0.0
H 0.87885 1.98215 -2.30642 0.0 0.0 0.0
H 0.97737 1.29147 -4.93082 0.0 0.0 0.0
H 2.61027 0.94258 -4.31702 0.0 0.0 0.0
H 1.88927 -0.05912 -5.58361 0.0 0.0 0.0
H 1.31114 -2.32872 -2.85356 0.0 0.0 0.0
H 1.19031 -2.29344 -4.63023 0.0 0.0 0.0
H 2.69053 -1.78650 -3.82806 0.0 0.0 0.0
Cl 3.43522 -4.03240 5.18220 0.0 0.0 0.0
C 2.55781 -3.37308 3.86576 0.0 0.0 0.0
C 1.62317 -2.36360 4.08297 0.0 0.0 0.0
Cl 1.33846 -1.77310 5.66793 0.0 0.0 0.0
C 0.91760 -1.83273 3.00896 0.0 0.0 0.1
Cl -0.27117 -0.60504 3.23774 0.0 0.0 0.0
C 1.12762 -2.28235 1.70529 0.1 0.0 -0.1
O 0.47911 -1.77622 0.67323 -0.2 -0.1 0.1
C 2.06585 -3.30065 1.50315 0.0 0.0 0.0
Cl 2.31534 -3.85516 -0.10610 0.0 0.0 0.0
C 2.77497 -3.84195 2.56863 0.0 0.0 0.0
Cl 3.92147 -5.08510 2.28855 0.0 0.0 0.0
N -2.27096 -1.84128 -0.40017 0.1 -0.1 0.0
C -3.39382 -1.74404 0.56446 0.0 0.0 0.0
C -4.10726 -0.41539 0.40259 0.1 0.0 0.0
C -3.22839 0.81173 0.60697 0.0 -0.1 -0.1
O -3.67420 1.92771 0.47093 0.0 0.1 0.0
O -1.97391 0.58080 0.93934 0.0 0.0 0.1
H -2.61275 -1.75406 -1.35319 0.0 0.0 0.0
H -1.81211 -2.74715 -0.33846 -0.1 0.0 0.0
H -2.97234 -1.83105 1.56604 0.0 0.0 0.0
H -4.09278 -2.56844 0.41815 0.0 0.0 0.0
H -4.92973 -0.34064 1.11468 0.0 0.0 0.0
H -4.56220 -0.33038 -0.58794 0.0 0.0 0.0
```
Forces are in eV/Å.

Output
- spin multiplicity = 6
- HOMO (alpha / beta) (hartree) = -0.399 / -0.400
- LUMO energy (alpha / beta) (hartree) = -0.0821 / -0.1491
- energy (eV) = -131737.8750
- total charge = +1
- gap between HOMO and LUMO (alpha / beta) (Eh) = 0.3168 / 0.2504
- expectation value of S² = 8.761

Taken from the Löwdin analysis, the atomic charges in e are: 1.072 0.004 -0.094 0.003 -0.386 -0.048 -0.096 -0.126 -0.089 -0.351 -0.038 -0.109 -0.007 0.010 0.105 0.103 0.079 0.101 0.105 0.105 0.116 0.150 0.142 0.155 0.089 0.110 0.102 0.077 0.106 0.106 0.711 -0.707 -0.698 0.714 -0.583 0.785 -0.423 -0.225 -0.604 0.733 -0.695 0.716 -0.009 -0.204 -0.079 -0.577 0.088 -0.179 0.116 0.113 0.119 0.124 0.136 0.132

---

(3)
A molecular structure, C45H52BN17SScSe in a non-equilibrium geometry, computed with the ωB97M-V functional and the def2-TZVPD basis.

XYZ file:
```
118
Properties=species:S:1:pos:R:3:forces:R:3
Sc 0.53300 0.14282 -0.37293 0.7 -1.1 0.2
C -2.39443 1.31803 1.67576 0.0 0.0 0.0
C -2.14156 1.91686 0.33668 -0.1 0.0 0.0
C -2.88712 2.91451 -0.29064 0.0 0.0 0.0
C -2.24133 3.16078 -1.48242 0.0 0.0 0.0
N -1.17970 2.34939 -1.57174 0.2 0.2 0.1
N -1.10942 1.57061 -0.44151 -0.1 0.0 -0.3
B 0.09892 2.48668 -2.44366 -0.1 -0.1 -0.1
N 0.45276 1.09700 -3.11616 0.1 0.3 0.1
C 0.44754 0.84772 -4.43088 -0.1 0.1 -0.1
C 1.02665 -0.38352 -4.65770 0.0 0.0 0.0
C 1.39178 -0.85407 -3.39900 0.0 0.0 0.0
C 2.15074 -2.09056 -3.06577 0.0 0.0 0.0
N 1.03032 0.03906 -2.46477 -0.3 0.2 -0.2
N 1.22964 2.90316 -1.44886 0.0 0.0 0.0
C 1.69870 4.13639 -1.19715 0.0 0.0 0.0
C 2.37595 4.11822 0.00189 0.0 0.0 0.0
C 2.25475 2.80713 0.46764 0.1 0.0 0.0
C 2.79202 2.22398 1.73153 0.0 0.0 0.0
N 1.56402 2.08297 -0.41547 -0.1 0.1 -0.1
N -0.02760 3.49877 -3.54662 0.0 0.0 0.0
C 0.98626 4.02363 -4.29045 0.0 0.0 0.0
C 0.44666 4.56047 -5.42379 0.0 0.0 0.0
C -0.94180 4.30088 -5.31971 0.0 0.0 0.0
C -2.02539 4.67487 -6.27442 0.0 0.0 0.0
N -1.21383 3.64880 -4.20439 0.0 0.0 0.0
H -2.30429 2.09337 2.43997 0.0 0.0 0.0
H -1.69794 0.51251 1.89804 0.0 0.1 0.0
H -3.40728 0.92022 1.72118 0.0 0.0 0.0
H -3.78538 3.38279 0.07311 0.0 0.0 0.0
H -2.46729 3.83741 -2.28841 0.0 0.0 0.0
H 0.04851 1.56971 -5.12625 0.0 0.0 0.0
H 1.18842 -0.86550 -5.60635 0.0 0.0 0.0
H 1.70402 -2.96229 -3.54472 0.0 0.0 0.0
H 2.19826 -2.26102 -1.99432 0.0 0.0 0.0
H 3.17280 -1.99732 -3.43863 0.0 0.0 0.0
H 1.51048 4.94942 -1.87774 0.0 0.0 0.0
H 2.88146 4.93964 0.47968 0.0 0.0 0.0
H 3.82640 1.89917 1.59807 0.0 0.0 0.0
H 2.20832 1.36867 2.07175 0.0 0.0 0.0
H 2.77732 2.98188 2.51556 0.0 0.0 0.0
H 2.01352 3.96085 -3.96783 0.0 0.0 0.0
H 0.96220 5.07573 -6.21636 0.0 0.0 0.0
H -2.09567 5.75798 -6.37737 0.0 0.0 0.0
H -2.98333 4.29919 -5.91965 0.0 0.0 0.0
H -1.83231 4.26371 -7.26554 0.0 0.0 0.0
Se 2.05693 -4.91282 0.59825 0.1 0.0 0.1
N 0.69011 -5.79738 -0.07344 -0.1 0.0 0.0
C -0.08019 -4.90211 -0.65740 0.0 -0.1 0.0
C -1.27507 -5.20573 -1.37570 0.0 0.0 0.0
C -1.90666 -4.17105 -1.96653 0.0 0.1 0.0
C -1.40021 -2.83443 -1.82745 -0.1 0.0 0.1
N -0.33698 -2.48659 -1.15919 0.2 0.1 0.0
C 0.36249 -3.53086 -0.58781 0.0 0.1 0.0
N 1.50255 -3.32790 0.03474 0.0 0.0 0.0
H -1.62426 -6.22717 -1.44162 0.0 0.0 0.0
H -2.80938 -4.31619 -2.54332 0.0 0.0 0.0
H -1.96407 -2.04154 -2.29562 0.0 -0.1 0.0
C 2.52461 0.16319 6.53363 0.0 0.0 0.0
C 2.49408 0.60925 5.05202 0.0 0.0 0.0
N 1.11570 0.74613 4.59211 0.0 0.1 0.1
C 0.39049 -0.49336 4.83942 0.0 0.0 0.0
C 0.23556 -0.73884 6.35859 0.0 0.0 0.0
N 1.11571 0.26680 7.05358 0.0 0.0 -0.1
C 0.58376 1.65626 6.82584 0.0 0.0 0.0
C 0.46521 1.84739 5.29392 0.0 0.0 0.0
H 3.15027 0.79540 7.16069 0.0 0.0 0.0
H 2.82998 -0.87366 6.66347 0.0 0.0 0.0
H 3.00406 -0.11860 4.42261 0.0 0.0 0.0
H 3.00008 1.56743 4.93307 0.0 0.0 0.0
H 0.93142 -1.31482 4.37404 0.0 0.0 0.0
H -0.59116 -0.44756 4.37038 0.0 0.0 0.0
H 0.56045 -1.72991 6.66911 0.0 0.0 0.0
H -0.77805 -0.57239 6.71904 0.0 0.0 0.0
H 1.11668 0.07319 8.05309 0.0 0.0 0.0
H 1.28928 2.34350 7.28957 0.0 0.0 0.0
H -0.37028 1.72826 7.34421 0.0 0.0 0.0
H 0.92724 2.78985 5.00394 0.0 0.0 0.0
H -0.58051 1.87967 4.99066 0.0 0.0 0.0
S -0.97575 -3.05049 2.87829 0.1 0.0 -0.1
C -0.40774 -1.87210 1.96191 -0.2 0.0 0.1
N 0.03032 -0.98810 1.30920 -0.1 0.2 0.3
N 2.86337 -1.49914 2.10015 0.1 -0.1 0.0
C 3.58359 -1.13945 0.98089 0.0 0.1 0.2
C 4.94146 -1.48070 0.89274 0.0 0.0 0.0
C 5.68628 -1.01294 -0.15958 0.0 0.0 0.0
C 5.07428 -0.20071 -1.11349 -0.1 0.0 0.0
C 3.73759 0.06891 -0.96542 0.1 -0.1 0.0
N 2.97227 -0.39881 0.04743 -0.2 0.0 -0.2
H 3.24267 -2.29379 2.59251 0.0 0.0 0.0
H 1.86971 -1.58402 1.92797 0.0 0.0 0.0
H 5.38578 -2.09663 1.66387 0.0 0.0 0.0
H 6.73497 -1.26738 -0.24154 0.0 0.0 0.0
H 5.62219 0.20605 -1.95047 0.0 0.0 0.0
H 3.22798 0.68451 -1.68933 0.0 0.0 0.0
C -6.12053 -3.25863 1.61442 0.0 0.0 0.0
C -6.34546 -3.06445 0.25579 0.0 0.0 0.0
C -5.49723 -2.26668 -0.48778 0.0 0.0 0.0
C -4.38522 -1.64312 0.12001 0.1 -0.2 0.0
C -4.14661 -1.89618 1.48367 0.0 0.0 0.0
C -5.01444 -2.67433 2.22239 0.0 0.0 0.0
N -3.45615 -0.89278 -0.56079 -0.2 0.2 -0.2
C -3.89185 -0.16269 -1.64779 -0.1 0.0 0.1
C -5.19280 0.37899 -1.74172 0.0 0.0 0.0
C -5.56600 1.13971 -2.83262 0.0 0.0 0.0
C -4.66800 1.37440 -3.86665 0.0 0.0 0.0
C -3.37417 0.87512 -3.78062 0.0 0.0 0.0
C -2.98279 0.14399 -2.67691 0.0 0.0 0.0
H -6.79229 -3.87978 2.19170 0.0 0.0 0.0
H -7.18425 -3.54810 -0.22732 0.0 0.0 0.0
H -5.65819 -2.15328 -1.55148 0.0 0.0 0.0
H -3.27220 -1.45729 1.94072 0.0 0.0 0.0
H -4.82363 -2.84487 3.27399 0.0 0.0 0.0
H -5.88947 0.23049 -0.92803 0.0 0.0 0.0
H -6.56355 1.55759 -2.87585 0.0 0.0 0.0
H -4.96662 1.96226 -4.72464 0.0 0.0 0.0
H -2.66238 1.09129 -4.56551 0.0 0.0 0.0
H -1.95897 -0.19418 -2.58813 0.0 0.0 0.0
```
Forces are in eV/Å.

Output
- spin multiplicity = 2
- HOMO (alpha / beta) (hartree) = -0.416 / -0.447
- LUMO energy (alpha / beta) (hartree) = -0.1843 / -0.1902
- energy (eV) = -170393.0650
- total charge = +2
- gap between HOMO and LUMO (alpha / beta) (Eh) = 0.2320 / 0.2563
- expectation value of S² = 0.793

Atom charges from the Löwdin analysis, given in e for atoms 1 to 99: 1.089 -0.016 -0.315 0.017 -0.028 0.032 0.004 -0.648 0.034 -0.029 0.027 -0.314 -0.015 -0.026 0.040 -0.026 0.019 -0.307 -0.019 -0.020 -0.022 -0.085 -0.002 -0.340 -0.023 0.119 0.087 0.033 0.081 0.121 0.121 0.130 0.121 0.097 0.035 0.097 0.131 0.117 0.093 0.049 0.085 0.126 0.112 0.085 0.072 0.083 1.147 -0.205 -0.381 0.027 -0.010 -0.092 0.107 -0.484 -0.240 0.131 0.118 0.077 -0.049 -0.141 -0.145 -0.171 -0.044 -0.087 -0.050 -0.126 0.137 0.137 0.108 0.127 0.092 0.102 0.139 0.139 0.191 0.137 0.137 0.128 0.128 0.700 -0.948 -0.045 0.137 -0.391 -0.008 -0.038 -0.045 -0.150 0.058 0.097 0.012 0.118 0.121 0.115 0.096 -0.067 -0.065 -0.026 -0.290